22
Properties=species:S:1:pos:R:3:forces:R:3 method="wB97M-V/def2-TZVPD" charge=-1 relative_energy_kcal_mol=13.8 lumo_energy_ev=4.34
C -1.236 2.131 1.324 0.043 0.227 0.946
C -1.477 -1.394 -0.174 -1.091 -0.309 1.215
C -1.764 -0.288 0.873 -0.927 -0.616 0.829
C -1.437 1.078 0.263 0.720 -0.557 0.355
H -2.102 2.210 2.026 0.338 0.013 -0.489
H -1.057 3.140 0.887 0.120 -0.603 0.419
H -0.381 1.771 1.948 -0.362 0.691 -0.505
H -1.577 -2.382 0.292 0.180 -0.038 0.066
H -0.465 -1.262 -0.535 0.179 0.087 -0.198
H -2.253 -1.399 -0.940 0.087 0.292 -0.398
H -1.172 -0.468 1.812 -0.176 0.177 -0.999
H -2.878 -0.341 1.258 1.730 0.182 -0.823
H -0.457 0.959 -0.287 -1.041 0.009 0.396
H -2.268 1.318 -0.368 -0.468 0.424 -0.797
C 2.224 0.006 -0.734 -2.097 0.591 -0.043
O 1.091 -0.171 0.072 2.124 0.489 -0.952
C 2.512 -1.283 -1.527 -0.297 -0.268 -0.265
H 3.145 0.277 -0.167 -0.037 -0.121 -0.041
H 2.105 0.912 -1.509 0.164 -1.293 0.936
H 3.408 -1.160 -2.159 0.001 -0.286 0.148
H 1.669 -1.616 -2.193 0.555 0.627 0.589
H 2.623 -2.094 -0.782 0.254 0.281 -0.389